The following is a DFT calculation (the ωB97M-V functional and the def2-TZVPD basis) of a structure of composition C3H7N2O2.

Output
- multiplicity = 1
- M (g mol⁻¹) = 103.101
- total charge = -1
- largest force on an atom (eV/Å) = 7.225
- E_HOMO (Ha) = -0.1449

Structure (XYZ):
```
14
Properties=species:S:1:pos:R:3:forces:R:3:lowdin_charge:R:1
C 0.0774 0.3889 -0.3754 0.7548 -0.0439 2.2819 -0.243
N -0.6692 -0.7859 -0.7107 -0.2803 0.0632 -1.3196 0.000
C -0.4751 -1.2255 -2.0865 -0.2074 -0.3970 -0.4967 -0.813
O -0.2322 -0.3525 -2.9407 0.0193 0.2807 0.2298 -0.080
O -0.5884 -2.4628 -2.2472 -0.0864 -0.0572 0.2236 -0.108
C -0.0906 0.8193 1.1442 -2.2578 5.2803 -4.3842 -0.374
N 1.2254 0.6677 1.7891 -2.4381 -2.9894 1.0523 -0.017
H 1.1749 0.2949 -0.4167 -0.0774 -0.3069 -0.5165 0.107
H -0.1581 1.2464 -0.9882 -0.4590 -0.2576 -0.4434 0.098
H -0.5965 -1.6409 -0.1767 0.3907 0.3530 0.5177 0.097
H -1.0788 0.4677 1.4929 0.7298 -0.6920 0.7533 0.110
H -0.2890 1.9072 1.0173 -0.1458 -0.1820 0.3602 0.092
H 0.6314 -0.2457 1.7300 3.8356 -1.0772 1.7095 0.085
H 1.0687 0.9213 2.7686 0.2221 0.0259 0.0323 0.045
```
Forces are in eV/Å.

=====

The following is a DFT calculation (the ωB97M-V functional and the def2-TZVPD basis) of a cluster of 2 separate species, C3H7N2O2 in total.

Output
- multiplicity = 1
- M (g mol⁻¹) = 103.101
- total charge = -1
- largest force on an atom (eV/Å) = 0.912
- E_HOMO (Ha) = -0.1504

Structure (XYZ):
```
14
Properties=species:S:1:pos:R:3:forces:R:3:lowdin_charge:R:1
O 1.4043 1.1710 -0.7766 0.2239 0.1758 -0.5360 -0.085
C 0.5932 0.5325 -0.0884 -0.8601 0.2941 0.0703 -0.645
N -0.7143 0.7617 0.0265 0.6038 -0.3850 0.4679 0.043
C -2.6905 0.6539 -0.8006 -0.5712 -0.3647 -0.1806 -0.312
O -3.3131 -0.1357 -0.0956 0.1792 -0.0373 -0.1188 -0.134
C 1.1782 -0.5791 0.7972 0.7107 0.0134 0.0428 -0.238
N 2.5566 -0.9250 0.4133 -0.0179 -0.1959 0.1509 -0.038
H -1.0732 0.0914 0.7032 -0.0983 0.0143 0.0144 0.018
H -2.8267 1.7224 -0.6491 0.2052 0.3876 -0.1065 0.058
H -2.2452 0.3429 -1.7593 -0.0134 0.1093 0.0802 0.069
H 1.1859 -0.1726 1.8151 -0.1095 -0.1968 0.0448 0.095
H 0.5673 -1.4802 0.7711 -0.2126 0.0738 0.1153 0.096
H 2.8450 -0.1962 -0.2402 -0.0891 0.0752 0.0315 0.037
H 2.5326 -1.7870 -0.1167 0.0494 0.0361 -0.0760 0.037
```
Forces are in eV/Å.

=====

The following is a DFT calculation (the ωB97M-V functional and the def2-TZVPD basis) of the ion C3H7N2O2 with charge +1.

Output
- multiplicity = 1
- structure (SMILES) = [NH3+][C@]1(CO)NC1=O
- M (g mol⁻¹) = 103.101
- total charge = +1
- largest force on an atom (eV/Å) = 7.387
- E_HOMO (Ha) = -0.5474

Structure (XYZ):
```
14
Properties=species:S:1:pos:R:3:forces:R:3:lowdin_charge:R:1
N -0.1563 1.4281 0.0850 0.9791 0.8314 0.8068 0.231
C -0.0656 -0.0813 -0.3542 1.6383 1.1891 -2.1563 -0.180
C -0.1229 -0.9831 0.8284 -3.7097 2.2434 1.4829 -0.109
O -0.0261 -0.1883 2.0325 2.4680 -0.3532 -1.7020 -0.027
N 1.0601 -0.3734 -1.3394 -7.0015 2.2002 0.8413 0.244
C -0.1921 -0.5135 -1.8389 0.3969 -0.8669 -0.1071 -0.348
O -0.8554 -0.9049 -2.7516 0.7763 0.8546 1.3163 0.177
H -0.9578 2.0498 -0.1554 0.1945 -1.1569 -0.3133 0.183
H 0.6686 1.8481 -0.3934 -0.5813 -0.0081 0.6070 0.175
H -0.0551 1.5399 1.1845 0.1411 -0.9462 -2.3857 0.202
H 0.6507 -1.6344 0.7072 2.0034 -2.0531 0.3278 0.110
H -1.1145 -1.4527 0.8036 0.4334 -0.4401 0.1354 0.158
H -0.8134 -0.1949 2.5135 -2.0288 -0.4401 1.2590 0.079
H 1.9796 -0.5396 -1.3218 4.2903 -1.0541 -0.1120 0.106
```
Forces are in eV/Å.

=====

The following is a DFT calculation (the ωB97M-V functional and the def2-TZVPD basis) of the ion C3H7N2O2 with charge +1.

Output
- multiplicity = 1
- structure (SMILES) = C[N+](/C=[NH+]\[O-])=C\O
- M (g mol⁻¹) = 103.101
- total charge = +1
- largest force on an atom (eV/Å) = 5.534
- E_HOMO (spin up / spin down) (Ha) = -0.4955 / -0.4953

Structure (XYZ):
```
14
Properties=species:S:1:pos:R:3:forces:R:3:lowdin_charge:R:1
C -0.6668 -0.7509 -0.8277 -3.5989 2.4419 3.4220 0.095
N 0.2005 0.1421 0.0423 -1.7968 -0.8742 -1.0210 -0.034
C -0.4956 0.5699 1.1140 -1.4060 3.0032 3.3612 -0.077
N -0.3248 1.6898 1.8141 1.1192 -0.2246 0.1285 -0.086
O 0.5119 2.6199 1.6644 -0.3153 -1.1296 -0.3490 -0.019
C 1.4066 0.3812 -0.2707 2.7212 0.4804 0.8107 -0.078
O 1.9118 -0.3367 -1.2181 -2.1885 -0.5855 -0.7511 0.194
H -1.4738 -0.0435 -1.2266 1.5084 -1.2128 -0.2589 0.156
H -0.0319 -1.2706 -1.3947 1.7173 -1.8411 -2.9121 0.046
H -1.2392 -1.4375 -0.1420 0.8762 0.5666 -0.5931 0.130
H -1.4254 0.1324 1.4215 0.0724 -0.8898 -0.3541 0.147
H -0.8638 1.7267 2.7143 -0.0391 0.0559 -0.9910 0.202
H 2.1450 1.0235 0.2705 -1.4157 -0.1619 -0.0446 0.203
H 2.8258 -0.2352 -1.2651 2.7454 0.3712 -0.4475 0.122
```
Forces are in eV/Å.

=====

The following is a DFT calculation (the ωB97M-V functional and the def2-TZVPD basis) of an isolated molecule of C3H7N2O2P.

Output
- multiplicity = 1
- M (g mol⁻¹) = 134.075
- largest force on an atom (eV/Å) = 3.777
- E_HOMO (Ha) = -0.2788

Structure (XYZ):
```
15
Properties=species:S:1:pos:R:3:forces:R:3:lowdin_charge:R:1
C -0.2232 -1.0619 0.0833 -1.0177 1.3947 1.1019 -0.564
C 0.8457 1.7964 -1.7715 -1.5323 -1.9350 2.8595 0.042
C 0.2994 1.0651 -0.7797 -0.1330 0.2430 -1.4891 -0.150
N 0.1022 -2.3413 0.1435 -0.2662 0.4475 0.6818 0.236
N -0.0470 -0.2914 -1.0096 2.3123 -0.4064 -2.8792 0.086
O -0.7704 -0.4920 1.0545 0.0331 -1.3228 -0.2723 -0.239
O -0.5578 -0.1163 3.6844 -0.3527 -1.4327 2.1855 -0.544
P -0.3152 0.6668 2.4957 -1.0479 2.4255 -1.9088 0.658
H 1.1484 1.5479 -2.7216 0.4065 -1.4133 -1.9455 0.031
H -1.7181 1.2591 2.0079 1.3752 -0.2444 0.7470 -0.044
H 0.8593 2.7918 -1.6334 0.4813 3.3804 0.8430 0.014
H 0.0182 1.3740 0.2369 0.2837 0.4782 -0.9550 0.038
H 0.2836 -2.7130 -0.7327 0.5229 -1.6072 -1.4228 0.092
H -0.3087 -2.8685 0.8980 0.0844 -0.1579 -0.1556 0.143
H 0.3835 -0.6166 -1.9558 -1.1497 0.1504 2.6098 0.201
```
Forces are in eV/Å.

=====

The following is a DFT calculation (the ωB97M-V functional and the def2-TZVPD basis) of a cluster of 2 separate species, C3H7N2O2S in total.

Output
- multiplicity = 1
- M (g mol⁻¹) = 135.168
- total charge = -1
- largest force on an atom (eV/Å) = 3.423
- E_HOMO (spin up / spin down) (Ha) = -0.0706 / -0.1154

Structure (XYZ):
```
15
Properties=species:S:1:pos:R:3:forces:R:3:lowdin_charge:R:1
C -1.5399 -1.3347 0.3947 -1.1259 -2.3637 -2.2057 -0.143
C -2.0070 0.0042 -0.1450 0.8770 0.6486 3.2115 -0.134
C -0.5305 -0.4093 -0.1410 -1.2151 -0.0606 -1.7437 -0.483
N 0.5897 1.4472 0.1629 1.1106 1.2209 2.4875 -0.064
N 0.3219 0.2376 0.7011 0.4595 -0.3460 1.2435 -0.138
O 2.4553 0.5729 -1.2136 0.4486 0.6757 -1.4142 -0.633
O 3.8708 0.1061 0.7771 -0.1412 0.2604 0.0432 -0.630
S 2.8718 -0.4029 -0.1967 0.0403 -1.4552 0.7743 0.630
H -1.6553 -1.4668 1.4643 0.3502 0.0138 -0.1205 0.085
H -1.7575 -2.2934 -0.2412 0.2965 1.8092 1.3609 0.115
H -2.4801 0.2198 -1.0377 -0.9253 -0.1843 -1.7689 0.049
H -2.2359 0.7431 0.6551 0.1110 -0.6055 -0.6508 0.097
H -0.2237 -0.4422 -1.2130 0.1377 -0.7724 0.5826 0.138
H 0.9405 1.3321 -0.7917 0.4114 0.3149 -0.0832 0.022
H 1.3798 1.6863 0.8246 -0.8353 0.8441 -1.7163 0.088
```
Forces are in eV/Å.

=====

The following is a DFT calculation (the ωB97M-V functional and the def2-TZVPD basis) of a structure of composition C3H7N2O2S.

Output
- multiplicity = 3
- M (g mol⁻¹) = 135.168
- total charge = -1
- largest force on an atom (eV/Å) = 5.723
- ⟨S²⟩ = 2.010
- E_HOMO (spin up / spin down) (Ha) = -0.0703 / -0.1592

Structure (XYZ):
```
15
Properties=species:S:1:pos:R:3:forces:R:3:lowdin_charge:R:1
C 1.6591 -0.3286 -0.4113 -0.6197 0.7519 2.0452 -0.700
C 0.2657 -0.1482 1.8391 4.2116 -0.4735 -1.0818 -0.133
C 0.4598 -0.6698 0.4209 1.5179 -1.1887 1.0864 -0.692
N -1.6237 0.5444 -1.2960 4.5850 -0.0554 -3.4248 -0.121
N -0.3582 1.1411 -0.9376 -3.0248 2.0042 -0.9355 -0.008
O 2.5486 0.4565 -0.1436 0.3128 0.4614 0.9155 0.023
O 1.6792 -0.8982 -1.5848 -0.1620 -1.0717 -1.5878 0.023
S -0.6445 -1.7978 -0.2456 0.5200 -1.9200 1.1058 0.567
H -0.3756 0.6592 1.8214 -1.2524 2.1747 0.0321 0.024
H -0.1551 -0.8690 2.4631 -0.7623 -1.4840 0.9062 0.020
H 1.3007 0.1309 2.3103 -1.8583 -0.1602 -0.9338 0.107
H -1.3421 -0.4982 -1.2919 -1.2947 1.5280 -0.5817 -0.104
H -2.2819 0.7292 -0.6460 -2.1275 0.5208 3.1139 -0.017
H 0.1469 1.2433 -1.8187 0.1154 -0.6242 -0.0861 0.033
H 0.8742 -1.4653 -1.5392 -0.1610 -0.4633 -0.5736 -0.020
```
Forces are in eV/Å.

=====

The following is a DFT calculation (the ωB97M-V functional and the def2-TZVPD basis) of a cluster of 2 separate species, C3H7N2O2S in total.

Output
- multiplicity = 1
- M (g mol⁻¹) = 135.168
- total charge = +1
- largest force on an atom (eV/Å) = 3.205
- E_HOMO (spin up / spin down) (Ha) = -0.5049 / -0.5182

Structure (XYZ):
```
15
Properties=species:S:1:pos:R:3:forces:R:3:lowdin_charge:R:1
C 1.1140 0.6485 -1.1079 -0.6830 0.4308 -1.2053 -0.157
C -2.4306 0.0300 -0.5596 -0.4295 -0.9745 -0.2085 -0.038
C 0.8883 -0.3321 1.2200 0.5022 -1.4670 0.7463 -0.045
N 0.6065 0.1223 -0.0699 0.5579 0.7253 -0.7602 0.133
N 2.4436 0.8281 -1.3123 0.9560 1.0836 0.2165 0.145
O -4.0088 -0.6658 1.3790 -1.1306 -0.5035 0.4588 -0.255
O -1.7530 -1.7299 1.2221 -1.1990 -0.2773 -0.4306 -0.332
S -2.9001 -1.0910 0.6166 2.7501 1.6444 0.0659 0.731
H 0.3647 0.8936 -1.9535 1.4259 -0.4410 1.3058 0.190
H -3.0628 0.0626 -1.4595 0.2091 0.1150 0.1718 0.008
H 0.2058 0.1145 1.9150 -0.2454 0.6616 0.5255 0.096
H 0.6202 -1.4223 1.2626 0.9260 0.8539 0.0275 0.111
H 1.9704 -0.0606 1.5487 -1.5724 -0.5211 -0.7200 0.163
H 2.8086 1.4061 -2.0448 -1.2318 -0.1270 -1.7214 0.115
H 3.1331 1.1962 -0.6565 -0.8355 -1.2030 1.5280 0.134
```
Forces are in eV/Å.

=====

Repeat the eighth record exactly.
The following is a DFT calculation (the ωB97M-V functional and the def2-TZVPD basis) of a cluster of 2 separate species, C3H7N2O2S in total.

Output
- multiplicity = 1
- M (g mol⁻¹) = 135.168
- total charge = +1
- largest force on an atom (eV/Å) = 3.205
- E_HOMO (spin up / spin down) (Ha) = -0.5049 / -0.5182

Structure (XYZ):
```
15
Properties=species:S:1:pos:R:3:forces:R:3:lowdin_charge:R:1
C 1.1140 0.6485 -1.1079 -0.6830 0.4308 -1.2053 -0.157
C -2.4306 0.0300 -0.5596 -0.4295 -0.9745 -0.2085 -0.038
C 0.8883 -0.3321 1.2200 0.5022 -1.4670 0.7463 -0.045
N 0.6065 0.1223 -0.0699 0.5579 0.7253 -0.7602 0.133
N 2.4436 0.8281 -1.3123 0.9560 1.0836 0.2165 0.145
O -4.0088 -0.6658 1.3790 -1.1306 -0.5035 0.4588 -0.255
O -1.7530 -1.7299 1.2221 -1.1990 -0.2773 -0.4306 -0.332
S -2.9001 -1.0910 0.6166 2.7501 1.6444 0.0659 0.731
H 0.3647 0.8936 -1.9535 1.4259 -0.4410 1.3058 0.190
H -3.0628 0.0626 -1.4595 0.2091 0.1150 0.1718 0.008
H 0.2058 0.1145 1.9150 -0.2454 0.6616 0.5255 0.096
H 0.6202 -1.4223 1.2626 0.9260 0.8539 0.0275 0.111
H 1.9704 -0.0606 1.5487 -1.5724 -0.5211 -0.7200 0.163
H 2.8086 1.4061 -2.0448 -1.2318 -0.1270 -1.7214 0.115
H 3.1331 1.1962 -0.6565 -0.8355 -1.2030 1.5280 0.134
```
Forces are in eV/Å.